Entry 1:
Molecular formula: C25H34N2O4
Method: DFT, ωB97M-V with the def2-TZVPD basis set

Structure (XYZ):
```
65
Properties=species:S:1:pos:R:3:forces:R:3:lowdin_charge:R:1
C -0.8221 -4.6157 -0.5080 0.157 -0.176 0.127 -0.07
C -0.9866 -3.4450 -1.4397 -0.002 0.324 0.154 -0.23
O -1.7154 -2.4139 -0.7548 0.347 -0.882 -0.302 -0.04
C -1.6619 -1.2185 -1.3931 -0.200 1.556 -0.059 -0.47
C -2.5721 -0.2812 -0.7289 1.499 0.116 -1.073 -0.14
C -3.2555 -0.7503 0.4714 -0.948 0.039 0.803 -0.07
C -2.9025 0.9957 -1.3297 0.324 -0.800 0.934 -0.52
O -3.5562 1.8800 -0.7718 0.257 -0.102 -0.485 0.04
O -2.3462 1.1301 -2.5498 -0.597 1.258 -0.272 -0.03
C -2.6290 2.3766 -3.2306 0.081 -0.443 0.230 -0.22
C -2.1966 2.1428 -4.6545 0.048 0.085 -0.315 -0.07
O -0.9027 -1.0125 -2.3317 -0.267 -0.467 0.367 0.06
H -0.4116 -5.4425 -1.0892 -0.062 -0.158 0.094 0.07
H -0.1001 -4.3889 0.2853 -0.200 0.041 -0.045 0.06
H -1.7671 -4.9261 -0.0469 0.160 0.069 -0.169 0.08
H -0.0183 -3.0257 -1.7306 -0.141 -0.239 -0.124 0.12
H -1.5410 -3.7153 -2.3510 0.185 0.054 0.206 0.13
H -3.8946 0.0620 0.8372 -0.012 -0.213 0.065 0.09
H -3.8822 -1.6345 0.2598 0.197 0.257 0.290 0.10
H -2.5352 -1.0134 1.2645 -0.402 -0.206 -0.151 0.06
H -3.7032 2.6133 -3.1719 0.414 -0.051 0.140 0.13
H -2.0502 3.1888 -2.7575 -0.333 -0.206 -0.117 0.10
H -2.3217 3.0633 -5.2311 -0.022 -0.079 -0.051 0.07
H -1.1430 1.8432 -4.7059 -0.219 -0.004 0.057 0.08
H -2.8096 1.3519 -5.1059 0.216 0.195 0.071 0.08
C 1.0921 -4.6568 4.0413 0.270 0.091 -0.333 -0.06
N 0.8504 -3.2955 4.4597 -0.295 -0.317 0.225 -0.22
C 1.0534 -2.9998 5.8628 0.008 0.071 -0.148 -0.06
C 0.4995 -2.3250 3.5529 -0.157 0.510 -0.248 -0.23
C -0.4950 -1.3767 3.8975 0.248 -0.276 -0.136 -0.01
C -0.9154 -0.4552 2.9688 0.337 0.336 -0.439 -0.02
C -0.1966 -0.2726 1.7530 0.188 -0.770 0.316 -0.22
C -0.5397 0.8182 0.9079 -0.931 0.239 -0.252 0.06
C 0.3671 1.6245 0.1952 0.683 0.499 -0.348 -0.19
C -0.1580 2.5535 -0.7529 0.097 -0.498 0.151 0.02
C 0.6758 3.1433 -1.6677 0.241 0.212 0.191 0.01
C 2.0711 3.1965 -1.4066 -0.465 -0.550 0.114 -0.22
N 2.8930 3.8934 -2.2553 -0.006 0.324 -0.193 -0.21
C 3.9654 4.7252 -1.7594 0.068 -0.297 0.256 -0.06
C 2.7622 3.7683 -3.6941 -0.145 -0.001 0.057 -0.05
C 2.5772 2.5292 -0.2585 0.043 0.063 -0.302 0.00
C 1.7780 1.6278 0.4213 -0.458 0.374 -0.106 0.00
C 0.8393 -1.1966 1.4294 -0.412 0.188 0.206 -0.01
C 1.1074 -2.2619 2.2713 -0.010 0.025 0.380 0.00
H 0.3931 -4.9458 3.2441 0.150 0.089 0.190 0.09
H 2.1142 -4.8009 3.6651 -0.033 -0.192 0.104 0.08
H 0.9308 -5.3107 4.9043 0.079 0.019 -0.226 0.08
H 0.5512 -2.0636 6.1287 0.151 -0.315 0.067 0.08
H 0.6489 -3.8310 6.4556 0.107 0.348 0.084 0.09
H 2.1309 -2.8810 6.0801 -0.299 -0.087 0.087 0.09
H -0.9522 -1.4265 4.8843 -0.074 -0.046 -0.352 0.11
H -1.7722 0.1907 3.1755 0.362 -0.112 -0.009 0.13
H -1.5723 1.1717 0.9222 0.268 0.045 0.322 0.12
H -1.2257 2.7825 -0.7198 0.209 -0.409 -0.358 0.12
H 0.2731 3.6536 -2.5446 0.067 0.109 0.477 0.11
H 3.6511 5.2283 -0.8357 0.077 -0.064 -0.205 0.10
H 4.8820 4.1596 -1.5380 0.027 0.156 -0.142 0.09
H 4.1718 5.4806 -2.5248 0.129 -0.091 0.251 0.08
H 1.7602 3.4050 -3.9441 0.288 0.123 -0.075 0.08
H 2.9238 4.7531 -4.1479 -0.112 -0.232 -0.113 0.09
H 3.4919 3.0524 -4.1150 -0.156 0.236 0.139 0.10
H 3.6226 2.6935 0.0083 -0.256 -0.336 -0.099 0.11
H 2.2062 0.9651 1.1766 -0.130 0.397 -0.163 0.11
H 1.4132 -1.0613 0.5069 -0.397 -0.194 0.247 0.13
H 1.8543 -3.0196 2.0159 -0.242 0.364 0.005 0.11
```
Forces are in eV/Å.

lowest unoccupied orbital energy = -1.3 eV
energy = -1383.39375 hartree
HOMO-LUMO gap = 5.02 eV
M = 426.6 Da
spin multiplicity = 1
charge = 0

---

Entry 2:
Molecular formula: C25H34N3O3
Method: DFT, ωB97M-V with the def2-TZVPD basis set

Structure (XYZ):
```
65
Properties=species:S:1:pos:R:3:forces:R:3:lowdin_charge:R:1
C 8.0308 1.8898 -0.3082 -0.118 -0.245 0.040 -0.04
O 7.5537 0.5397 -0.0867 -1.125 0.044 0.107 -0.06
C 6.2215 0.3194 0.0581 0.122 0.036 -0.119 -0.23
C 5.7913 -1.0196 0.2847 0.437 0.513 -0.084 0.03
C 4.4533 -1.3079 0.4400 -0.235 0.103 0.009 0.00
C 3.4539 -0.2985 0.3545 0.516 0.294 -0.042 -0.21
C 2.0627 -0.6247 0.4952 -0.531 0.943 0.356 0.05
C 1.0710 0.3520 0.4520 1.227 -0.191 -0.158 -0.07
C -0.2879 0.1469 0.6292 -1.299 1.122 0.151 0.02
N -1.1877 1.1496 0.6004 1.168 -1.945 0.000 0.05
C -2.6245 0.8726 0.7340 -0.659 0.093 0.540 -0.15
C -3.1760 -0.0384 -0.3711 0.151 -0.089 -0.320 -0.09
C -4.6665 -0.2750 -0.2388 -0.122 -0.064 -0.002 -0.24
C -5.5351 0.1106 -1.2667 -0.006 0.075 0.414 -0.04
C -6.9166 -0.0256 -1.1025 0.151 -0.242 0.190 -0.07
C -7.4238 -0.6001 0.0722 0.280 0.121 -0.033 -0.07
C -6.5529 -1.0109 1.0913 0.235 0.009 -0.224 -0.07
C -5.1714 -0.8542 0.9307 -0.341 0.198 -0.261 -0.04
C -3.2333 2.2727 0.6943 -1.236 0.757 0.497 -0.36
O -4.4047 2.5866 0.9032 1.860 -0.730 -0.476 0.10
N -2.2205 3.1427 0.4089 -0.317 -0.437 0.088 -0.04
C -2.4479 4.5583 0.2479 0.304 0.323 -0.040 0.00
C -0.8781 2.5713 0.3621 -0.098 1.070 -0.291 -0.46
C -0.0003 3.2195 1.4496 -0.166 -0.235 0.228 0.02
C -0.2623 2.8530 -1.0187 -0.109 -0.260 -0.159 0.01
C 3.9080 1.0413 0.1469 0.150 -0.288 0.027 0.00
C 5.2503 1.3498 -0.0075 0.022 -0.132 0.039 0.01
H 9.1136 1.7845 -0.3851 -0.220 0.066 0.009 0.10
H 7.6298 2.3089 -1.2411 0.072 -0.201 0.209 0.10
H 7.7792 2.5476 0.5349 0.039 -0.253 -0.159 0.10
H 6.5529 -1.7976 0.3317 -0.237 0.185 0.040 0.13
H 4.1383 -2.3309 0.6569 0.128 0.197 -0.172 0.12
H 1.7701 -1.6566 0.7121 0.220 0.168 -0.140 0.12
H 1.3834 1.3782 0.2774 -0.065 -0.620 0.061 0.05
H -0.6890 -0.8527 0.8328 0.084 0.369 -0.122 0.16
H -2.8456 0.4196 1.7195 0.208 0.278 -0.383 0.17
H -2.9496 0.4172 -1.3503 -0.050 -0.194 0.286 0.13
H -2.6299 -0.9939 -0.3082 -0.153 0.189 -0.132 0.12
H -5.1136 0.5546 -2.1736 -0.247 -0.119 0.275 0.11
H -7.5911 0.3166 -1.8922 0.211 -0.190 0.311 0.11
H -8.5006 -0.7201 0.1983 0.319 0.059 -0.031 0.11
H -6.9385 -1.4543 2.0133 0.064 0.165 -0.373 0.11
H -4.4740 -1.1535 1.7196 -0.351 0.011 -0.174 0.11
H -3.5186 4.7571 0.2887 0.129 -0.148 0.035 0.10
H -1.9397 5.1177 1.0405 -0.202 0.022 -0.088 0.10
H -2.0504 4.8868 -0.7176 -0.170 0.059 0.111 0.09
H -0.4958 3.1590 2.4280 0.149 0.027 -0.237 0.11
H 0.9753 2.7334 1.5201 -0.153 0.197 0.088 0.07
H 0.1621 4.2744 1.1895 -0.062 -0.347 0.130 0.10
H -0.9472 2.5309 -1.8147 0.193 0.099 0.184 0.11
H -0.0805 3.9320 -1.1073 -0.067 -0.349 -0.042 0.09
H 0.6904 2.3361 -1.1464 -0.157 0.192 -0.138 0.07
H 3.2023 1.8736 0.1281 0.249 -0.286 -0.090 0.11
H 5.5584 2.3868 -0.1786 -0.206 -0.498 0.127 0.11
O 1.4572 -6.8665 -0.2515 -0.356 -0.889 0.084 -0.08
C 0.5599 -6.2022 -1.1295 0.238 0.406 0.329 -0.27
C 0.5886 -4.7531 -0.6894 -0.132 0.254 0.245 -0.29
N 1.9691 -4.2844 -0.6269 0.351 0.244 -0.151 -0.01
H 1.2029 -7.8011 -0.2240 0.269 0.322 0.017 0.10
H 0.9527 -6.2767 -2.1527 -0.369 -0.077 -0.066 0.12
H -0.4621 -6.5986 -1.0426 0.252 0.062 -0.246 0.12
H -0.0328 -4.1287 -1.3464 -0.055 -0.228 -0.015 0.11
H 0.1894 -4.6976 0.3306 -0.204 -0.051 -0.147 0.11
H 2.5448 -4.7813 -1.3038 -0.028 0.294 0.169 0.08
H 2.0318 -3.2861 -0.7949 0.048 -0.256 -0.279 0.03
```
Forces are in eV/Å.

lowest unoccupied orbital energy = -4.6 eV
energy = -1362.76286 hartree
HOMO-LUMO gap = 6.49 eV
M = 424.6 Da
spin multiplicity = 1
charge = +1

---

Entry 3:
Molecular formula: C25H34N5O2Sn
Method: DFT, ωB97M-V with the def2-TZVPD basis set

Structure (XYZ):
```
67
Properties=species:S:1:pos:R:3:forces:R:3:lowdin_charge:R:1
Sn 10.8242 18.9210 9.1739 1.418 -3.849 1.931 1.29
C 8.2251 20.3306 12.5527 -0.869 -0.458 0.561 0.02
C 8.8292 19.8294 11.2903 0.025 0.509 0.553 -0.24
N 9.9855 20.1472 10.8518 -0.652 0.780 -1.329 -0.08
C 10.8515 21.2683 11.1176 0.299 -0.100 1.198 -0.16
C 11.9619 21.4166 10.0523 -0.606 -0.895 0.404 -0.15
N 11.4775 20.8717 8.7456 1.749 1.521 -0.748 -0.17
C 12.4820 21.0297 7.5731 -1.582 -2.462 -0.540 -0.08
C 13.4944 19.8151 7.5407 -0.162 0.277 -1.276 -0.15
N 12.8239 18.5531 7.8663 0.377 -0.601 -0.782 -0.20
C 12.5246 17.6913 6.6742 -0.817 0.029 1.328 -0.14
C 11.1570 18.1581 6.0925 0.886 -0.851 0.232 -0.14
N 10.2075 18.1067 7.1903 -1.840 0.350 -0.151 -0.06
C 9.0490 17.5283 7.1832 -0.278 0.934 0.706 -0.23
C 8.4978 16.6506 6.1493 2.003 -0.952 -2.553 0.00
C 8.1769 17.7548 8.4175 -1.148 -1.462 -2.813 -0.22
C 6.8647 17.2651 8.5684 -0.148 -0.238 -0.377 0.03
C 6.2057 17.5402 9.7423 0.023 1.621 1.049 0.04
C 6.8470 18.4268 10.7081 -2.292 -1.797 0.067 0.07
C 8.0815 18.8935 10.4305 0.186 0.234 0.130 -0.22
N 8.6680 18.5463 9.2783 1.699 2.031 1.442 -0.02
H 8.6754 21.2341 12.8868 0.377 0.886 0.063 0.08
H 8.3564 19.6455 13.3872 0.415 -0.469 -0.017 0.12
H 7.1315 20.4557 12.5711 0.407 0.187 -0.590 0.10
H 11.2953 21.2361 12.1166 0.177 -0.157 -0.089 0.15
H 10.2694 22.1722 11.1346 -0.531 0.442 -0.163 0.13
H 12.8877 20.9567 10.3549 0.246 -0.588 -0.062 0.13
H 12.1654 22.4505 9.9800 0.250 1.198 -0.381 0.12
H 10.6132 21.3554 8.6042 -0.437 0.848 -0.885 0.13
H 12.9560 21.9636 7.5521 0.791 1.357 0.554 0.11
H 11.8854 21.0171 6.6242 0.260 -0.092 0.954 0.12
H 14.3681 19.9834 8.1519 0.028 0.086 0.507 0.12
H 13.9132 19.6901 6.5013 -0.417 0.698 0.856 0.14
H 13.3282 17.9761 8.5358 0.134 0.443 -0.073 0.11
H 12.5420 16.6190 6.9807 -0.374 0.815 -0.146 0.14
H 13.3276 17.8204 6.0002 0.643 0.042 -1.190 0.11
H 10.8623 17.5014 5.2489 0.251 0.766 0.314 0.13
H 11.2752 19.2331 5.8406 -0.287 -0.827 -0.402 0.12
H 8.8373 15.6373 6.4441 -0.093 0.172 -0.289 0.13
H 8.9952 16.8507 5.0900 -1.376 -0.410 2.220 0.14
H 7.4238 16.5647 6.0797 -0.101 0.473 -0.095 0.08
H 6.3242 16.7888 7.7414 0.444 -0.077 0.584 0.13
H 5.1529 17.2348 9.8636 0.760 0.139 0.140 0.14
H 6.3498 18.7135 11.6548 0.211 -0.381 -0.860 0.14
C 10.6676 6.9864 9.8869 2.176 -0.892 -1.847 -0.04
C 9.2030 6.8974 9.7264 -0.295 4.670 -2.342 -0.21
C 8.3905 6.3325 10.6189 -1.951 -1.102 0.640 -0.01
C 7.0419 6.7333 10.7178 -0.331 -0.905 3.166 -0.14
C 6.3819 6.3007 12.0708 2.037 0.967 -0.114 0.00
C 6.5009 7.7379 9.9453 1.100 -4.127 2.698 -0.12
C 7.2275 8.2221 8.9454 -0.479 4.282 -2.784 -0.21
C 6.6093 9.3080 8.0117 3.086 0.102 0.405 0.00
C 8.5894 8.0034 8.9079 1.484 -3.000 0.258 0.05
C 4.2019 8.5199 9.9047 3.591 -1.600 2.429 -0.15
O 3.1653 8.8572 9.7868 -4.183 1.615 -1.676 0.45
O 5.1961 8.1260 10.4807 0.025 0.677 -1.628 0.27
H 10.9135 6.9472 10.9358 0.246 0.628 0.311 0.09
H 11.0126 7.8708 9.3038 -0.053 -0.235 1.147 0.09
H 11.3739 6.2121 9.4453 -1.449 0.226 0.303 0.12
H 8.7682 5.6147 11.3466 -0.155 0.123 -0.160 0.14
H 6.7629 7.0721 12.8091 -0.711 -0.746 -0.621 0.12
H 6.7857 5.3430 12.4557 -0.502 0.438 -0.573 0.10
H 5.3202 6.3287 12.0329 -0.813 -0.261 0.210 0.06
H 7.1617 10.2353 8.2326 -0.483 -0.018 0.216 0.10
H 5.5723 9.5539 7.9411 -0.837 -0.408 0.181 0.06
H 7.0333 9.0714 7.0510 -0.556 -0.179 -0.769 0.09
H 9.2703 8.5229 8.1889 -0.994 -0.424 0.572 0.14
```
Forces are in eV/Å.

lowest unoccupied orbital energy (spin up / spin down) = -8.2 / -8.2 eV
energy = -1610.55560 hartree
HOMO-LUMO gap (spin up / spin down) = 6.25 / 6.25 eV
M = 555.3 Da
spin multiplicity = 1
charge = +3